Computed, not measured: a 11-piece molecular cluster, C33H57F3O33 overall, with the ωB97M-V functional and the def2-TZVPD basis.

Atoms and positions in Å:
O 22.41046 14.30705 12.96681
C 21.71850 14.41581 14.01938
O 21.24347 13.36864 14.74081
C 20.65364 13.83238 15.91128
C 20.38011 15.28654 15.57304
F 20.60929 15.99301 16.63682
O 21.37140 15.50370 14.58633
H 19.70788 13.32256 16.09493
H 21.36756 13.66407 16.71756
H 19.36651 15.52283 15.24918
O 17.21257 11.19191 17.56354
C 17.90351 11.69570 18.46725
O 17.60199 11.84784 19.79834
C 18.56691 12.55904 20.45502
C 19.75434 12.43886 19.53459
F 20.44468 11.29674 19.66813
O 19.12930 12.23824 18.29764
H 18.21246 13.58475 20.55694
H 18.83129 12.20744 21.45231
H 20.46889 13.26191 19.54545
O 16.00243 16.13975 13.54430
C 16.10564 15.26056 14.40082
O 17.16375 14.78853 15.00746
C 16.92893 13.66916 15.77280
C 15.55837 13.29562 15.23740
F 14.80954 12.80587 16.19600
O 15.07600 14.53423 14.79673
H 17.73270 12.93607 15.70466
H 16.88884 13.93986 16.82789
H 15.68070 12.50357 14.49862
C 12.52483 17.52321 13.80835
O 11.13293 17.43076 14.22505
C 10.55718 16.20544 14.22769
O 11.04519 15.15675 13.79601
O 9.27527 16.33679 14.66571
C 8.50247 15.18850 14.79405
H 13.11869 16.71688 14.23878
H 12.87393 18.46068 14.24124
H 12.58553 17.55597 12.72054
H 7.63097 15.19233 14.13940
H 8.16147 15.27338 15.82585
H 9.00114 14.22349 14.70361
C 13.33037 14.68966 11.59585
O 13.61029 13.54541 10.78832
C 12.80071 12.47497 10.80676
O 11.82221 12.30858 11.44625
O 13.25492 11.60996 9.87117
C 12.49698 10.39350 9.63510
H 12.85846 14.34566 12.51621
H 12.55840 15.25402 11.07274
H 14.15915 15.32720 11.90369
H 12.32088 9.77222 10.51322
H 13.01577 9.88391 8.82314
H 11.51071 10.63102 9.23640
C 18.37472 18.43354 12.72960
O 19.19242 19.53473 13.25517
C 20.36581 19.18082 13.71138
O 20.94767 18.11012 13.57702
O 20.89696 20.20733 14.41379
C 22.05284 20.26193 15.22267
H 19.00479 17.76064 12.14795
H 17.47998 18.71313 12.17338
H 17.98508 17.86982 13.57724
H 22.29531 21.31518 15.08141
H 22.89291 19.68032 14.84302
H 21.75472 19.87094 16.19548
C 20.84732 11.66728 11.68800
O 19.53293 12.24744 11.33190
C 18.51968 12.27289 12.13380
O 18.58354 12.32654 13.37294
O 17.42814 11.98897 11.45224
C 16.19193 11.74977 12.07757
H 21.57655 12.11883 11.01538
H 20.91022 10.60193 11.46619
H 21.22132 12.00317 12.65515
H 15.66379 11.02506 11.45793
H 15.75329 12.74659 12.03234
H 16.34559 11.44409 13.11249
C 17.84473 15.98899 18.57606
O 17.38571 16.90601 17.54907
C 16.44778 17.79733 17.69769
O 15.61665 17.73260 18.57119
O 16.43309 18.67137 16.64616
C 15.67825 19.81316 16.85003
H 18.73855 15.45108 18.26008
H 17.00768 15.29421 18.64481
H 17.94795 16.45647 19.55530
H 15.73358 20.29987 17.82376
H 14.63841 19.63006 16.57931
H 15.96607 20.55935 16.10945
C 16.52519 15.07377 10.21071
O 16.83182 16.34083 9.79660
C 15.89036 17.34152 9.72881
O 14.71175 17.26215 10.16400
O 16.49706 18.38641 9.37215
C 15.69904 19.49620 8.92057
H 15.81470 14.62583 9.51597
H 16.16197 15.07655 11.23841
H 17.45850 14.52579 10.08134
H 15.03567 19.80476 9.72856
H 15.02275 19.30131 8.08826
H 16.26939 20.40659 8.73622
C 13.87896 12.93501 23.58024
O 14.64161 13.37748 22.42003
C 14.06897 14.12157 21.48791
O 12.92005 14.55307 21.51939
O 15.01805 14.23680 20.58702
C 14.55870 14.49288 19.25130
H 14.35227 12.10818 24.10980
H 12.87128 12.64151 23.28606
H 13.73415 13.77080 24.26478
H 13.74970 13.89060 18.83793
H 15.33600 14.36405 18.49810
H 14.15803 15.50498 19.19464
C 11.95917 9.04220 13.95801
O 13.09175 8.30324 13.66188
C 14.28926 8.81051 13.78797
O 14.53836 9.90991 14.09641
O 15.11700 7.79499 13.87517
C 16.51487 8.00330 13.96140
H 11.87795 9.89522 13.28432
H 11.97425 9.46685 14.96178
H 11.06207 8.44489 13.79512
H 16.88456 8.40053 13.01607
H 17.09663 7.10506 14.16835
H 16.81596 8.66848 14.77072

Cartesian forces (eV/Å) of the 6 atoms listed first:
-2.7567 0.2348 4.2151
3.0545 -2.7895 -4.4132
0.7579 -1.1079 -1.5388
-1.1275 -0.3354 -0.1672
0.0334 -1.9127 -0.7848
0.8330 2.3206 2.3008

Properties
Spin multiplicity: 1
Relative energy (zero: lowest compared OMol25 entry of this formula, charge and spin): 0.000 eV
Total energy: -110861.0996 eV
SMILES: O=C1OC[C@@H](F)O1.O=C1OC[C@@H](F)O1.O=C1OC[C@@H](F)O1.COC(=O)OC.COC(=O)OC.COC(=O)OC.COC(=O)OC.COC(=O)OC.COC(=O)OC.COC(=O)OC.COC(=O)OC

Mulliken population analysis, charges in e, atoms 1 to 99: number 1, O, carries -0.627; number 2, C, carries 0.617; number 3, O, carries -0.353; number 4, C, carries 0.489; number 5, C, carries 0.884; number 6, F, carries -0.361; number 7, O, carries -0.270; number 8, H, carries -0.386; number 9, H, carries 0.088; number 10, H, carries 0.008; number 11, O, carries -0.567; number 12, C, carries 0.600; number 13, O, carries -0.294; number 14, C, carries -0.344; number 15, C, carries 0.300; number 16, F, carries -0.324; number 17, O, carries -0.161; number 18, H, carries 0.126; number 19, H, carries 0.354; number 20, H, carries 0.359; number 21, O, carries -0.588; number 22, C, carries 0.492; number 23, O, carries 0.187; number 24, C, carries 0.714; number 25, C, carries 2.425; number 26, F, carries -0.199; number 27, O, carries -0.402; number 28, H, carries 0.173; number 29, H, carries -1.348; number 30, H, carries -1.557; number 31, C, carries -0.195; number 32, O, carries -0.392; number 33, C, carries 0.786; number 34, O, carries -0.553; number 35, O, carries -0.353; number 36, C, carries -0.695; number 37, H, carries -0.048; number 38, H, carries 0.273; number 39, H, carries 0.315; number 40, H, carries 0.263; number 41, H, carries 0.279; number 42, H, carries 0.322; number 43, C, carries -0.333; number 44, O, carries -0.160; number 45, C, carries 0.765; number 46, O, carries -0.564; number 47, O, carries -0.335; number 48, C, carries -0.628; number 49, H, carries 0.390; number 50, H, carries 0.412; number 51, H, carries -0.243; number 52, H, carries 0.191; number 53, H, carries 0.262; number 54, H, carries 0.331; number 55, C, carries -0.313; number 56, O, carries -0.377; number 57, C, carries 0.843; number 58, O, carries -0.581; number 59, O, carries -0.390; number 60, C, carries -0.634; number 61, H, carries 0.389; number 62, H, carries 0.156; number 63, H, carries 0.075; number 64, H, carries 0.264; number 65, H, carries 0.309; number 66, H, carries 0.244; number 67, C, carries -0.538; number 68, O, carries -0.330; number 69, C, carries 0.885; number 70, O, carries -0.530; number 71, O, carries -0.417; number 72, C, carries 0.161; number 73, H, carries 0.273; number 74, H, carries 0.296; number 75, H, carries 0.146; number 76, H, carries 0.283; number 77, H, carries -0.363; number 78, H, carries 0.142; number 79, C, carries 0.236; number 80, O, carries 0.018; number 81, C, carries 0.495; number 82, O, carries -0.607; number 83, O, carries -0.020; number 84, C, carries -0.813; number 85, H, carries -0.085; number 86, H, carries -0.673; number 87, H, carries 0.552; number 88, H, carries 0.329; number 89, H, carries 0.267; number 90, H, carries 0.268; number 91, C, carries -0.168; number 92, O, carries -0.406; number 93, C, carries 0.778; number 94, O, carries -0.578; number 95, O, carries -0.298; number 96, C, carries -0.737; number 97, H, carries 0.402; number 98, H, carries -0.209; number 99, H, carries 0.275